Record 1
Molecular formula: C5H11NO
Method: DFT, ωB97M-V with the def2-TZVPD basis set

Each line ends with the natural charge from an NBO analysis.
Positions of all 18 atoms, in Å:
N1 0.902 -0.218 -0.472  -0.49
H1 0.327 3.254 1.354  0.24
H2 1.459 1.070 -3.167  0.25
H3 1.379 1.651 1.278  0.23
H4 2.699 -1.188 -0.243  0.24
O1 -4.509 -3.120 4.442  -0.92
C1 0.472 0.889 -1.144  0.40
H5 -0.140 0.354 -3.147  0.25
H6 -5.384 -2.832 4.159  0.47
C2 0.726 2.396 0.809  -0.20
C3 0.588 0.863 -2.557  -0.32
H7 2.493 -0.392 -1.812  0.22
H8 1.742 -1.997 -1.457  0.24
C4 1.994 -1.021 -1.076  -0.44
H9 0.293 -0.775 0.113  0.45
H10 -4.074 -3.116 3.580  0.46
C5 0.054 2.016 -0.311  -0.33
H11 -1.023 2.167 -0.349  0.26

Multiplicity ... 2
Net charge ... +1
ΔE to the lowest compared entry with this formula, charge and spin ... 89.6 kcal per mole
Kohn-Sham gap (alpha / beta) ... 0.2772 / 0.2758 hartree



Record 2
Molecular formula: C27H20NO2PSYb
Method: DFT, ωB97M-V with the def2-TZVPD basis set

Each line ends with the natural charge from an NBO analysis.
Positions of all 53 atoms, in Å:
H1 2.666 3.206 0.482  0.24
H2 -4.968 -3.765 -1.674  0.23
C1 2.668 -1.937 0.916  -0.77
H3 2.771 -3.009 1.091  0.28
Yb1 1.147 -0.298 -1.614  2.08
N1 -1.091 -0.331 -2.082  -0.68
C2 -1.559 0.767 -2.654  0.15
H4 0.464 0.575 3.477  0.21
H5 0.430 4.102 -0.010  0.24
C3 2.641 -1.614 -0.542  0.71
C4 0.858 0.368 0.959  -0.47
C5 -0.379 4.155 -3.714  -0.21
C6 -0.574 2.249 0.392  -0.20
S1 -3.257 0.704 -3.017  0.47
H6 -2.292 3.213 -3.502  0.22
C7 -0.688 1.892 -2.956  -0.16
H7 -1.560 2.673 0.273  0.24
C8 -1.220 3.103 -3.408  -0.17
H8 2.599 2.711 -3.043  0.20
H9 -0.828 -2.835 -1.049  0.23
C9 -2.053 -1.296 -1.922  0.18
H10 1.649 4.817 -3.830  0.22
C10 0.682 -0.384 3.926  -0.24
H11 3.408 -1.369 1.482  0.26
C11 -4.159 -3.057 -1.748  -0.20
C12 0.676 -0.520 5.303  -0.18
H12 1.460 -3.574 3.097  0.21
C13 0.969 -1.485 3.127  -0.25
O1 1.826 -2.257 -1.268  -0.73
C14 -3.331 -0.921 -2.376  -0.25
H13 0.908 -1.855 6.961  0.23
H14 2.955 0.880 1.205  0.23
C15 -1.827 -2.562 -1.379  -0.24
C16 1.808 2.552 0.524  -0.21
H15 -5.380 -1.530 -2.634  0.23
C17 0.722 1.693 -2.790  -0.56
H16 -1.298 0.281 0.860  0.24
C18 0.947 -1.746 5.889  -0.19
P1 0.876 -1.470 1.305  0.84
H17 1.476 -3.797 5.540  0.23
C19 -2.892 -3.432 -1.300  -0.19
C20 0.991 4.000 -3.578  -0.20
H18 -2.748 -4.420 -0.892  0.23
C21 -4.399 -1.805 -2.285  -0.19
C22 0.545 3.061 0.256  -0.15
H19 0.459 0.339 5.920  0.22
C23 -0.421 0.909 0.716  -0.21
C24 1.972 1.223 0.907  -0.14
C25 1.519 2.797 -3.123  -0.16
C26 1.246 -2.717 3.719  -0.24
O2 3.127 -0.533 -0.969  -0.71
C27 1.246 -2.841 5.094  -0.19
H20 -0.787 5.090 -4.062  0.23

Multiplicity ... 2
Net charge ... +1
ΔE to the lowest compared entry with this formula, charge and spin ... 11.5 kcal per mole
Kohn-Sham gap (alpha / beta) ... 0.2889 / 0.2885 hartree



Record 3
Molecular formula: C4H6N2O
Method: DFT, ωB97M-V with the def2-TZVPD basis set

Each line ends with the natural charge from an NBO analysis.
Positions of all 13 atoms, in Å:
O1 1.722 -0.808 0.711  -0.38
C1 0.417 1.031 1.197  -0.06
C2 0.891 -0.260 -0.263  0.43
H1 -2.398 0.591 0.922  0.23
N1 1.688 0.623 0.548  -0.17
N2 1.041 -0.467 -1.627  -0.83
H2 -1.998 -1.068 0.429  0.23
C3 -1.802 -0.012 0.242  -0.66
H3 0.541 -1.289 -1.942  0.38
H4 2.020 -0.531 -1.883  0.39
H5 -2.091 0.207 -0.786  0.23
C4 -0.369 0.280 0.428  0.00
H6 0.339 1.703 2.024  0.21

Net charge ... 0
ΔE to the lowest compared entry with this formula, charge and spin ... 108.6 kcal per mole
Kohn-Sham gap ... 0.3798 hartree



- Which value of net charge does entry 3 give?
  0